(1)
This record from the OMol25 dataset describes a structure of composition C32H74N3O14SSi2 in a non-equilibrium geometry. The level of theory is the ωB97M-V functional and the def2-TZVPD basis.

The value obtained for the relative energy (zero: lowest compared OMol25 entry of this formula, charge and spin) is 0.00 kJ/mol. As for the net charge: -1. The calculation puts the HOMO-LUMO gap at 7.35 eV. For the molar mass, the calculation gives 813.2 g mol⁻¹. Its multiplicity is 1.

Last column: Löwdin charge in e.
CARTESIAN COORDINATES (ANGSTROEM)
C (3.1935, 3.2609, 3.0547)  -0.110
C (2.4962, 3.4856, 1.6662)  -0.221
C (0.9309, 3.4321, 1.7060)  -0.274
O (0.3816, 2.5169, 2.6630)  -0.195
Si (0.0271, 1.0067, 1.9301)  0.378
O (-1.0719, 1.3644, 0.6808)  -0.136
O (-0.7225, 0.0977, 3.1289)  -0.223
Si (-0.9045, -1.5587, 2.7543)  0.554
C (0.7208, -2.4211, 3.2640)  -0.214
C (0.5466, -3.9969, 3.3954)  -0.230
C (1.9131, -4.5416, 3.9748)  -0.208
C (3.0690, -4.3516, 2.9175)  -0.203
C (2.7367, -5.0998, 1.5725)  -0.218
C (4.0209, -5.5484, 0.7892)  -0.187
C (3.5591, -5.9218, -0.6761)  -0.163
C (3.5671, -4.7179, -1.6707)  -0.181
O (4.8025, -3.9614, -1.6755)  -0.064
C (4.4986, -2.6000, -1.4720)  -0.487
C (4.3604, -1.9718, -0.0630)  0.022
O (4.3545, -1.9271, -2.4447)  0.116
C (-2.2235, -2.2102, 4.0050)  -0.221
C (-3.3545, -3.0798, 3.3433)  -0.280
C (-4.3686, -2.2195, 2.5065)  -0.223
S (-6.0279, -2.9434, 2.7004)  0.623
O (-7.0301, -2.2688, 1.9022)  -0.309
O (-5.9782, -4.3502, 2.3855)  -0.287
O (-6.3720, -2.8050, 4.3092)  -0.174
C (-1.3416, -1.9478, 0.9498)  -0.162
C (-0.0953, -2.4332, 0.0768)  -0.411
C (-0.2452, -1.8714, -1.3621)  -0.052
O (-0.1740, -3.8854, -0.0314)  -0.102
C (1.6830, 0.3253, 1.3004)  -0.705
O (2.6550, 0.0249, 2.0173)  -0.066
O (1.7798, 0.2194, 0.0137)  -0.123
H (2.6037, 2.6529, 3.7684)  0.068
H (4.1389, 2.6918, 2.8710)  0.071
H (3.4937, 4.2552, 3.4622)  0.059
H (2.8102, 4.4970, 1.2984)  0.102
H (2.8842, 2.7474, 0.9229)  0.097
H (0.5871, 4.4559, 2.0169)  0.112
H (0.5702, 3.2970, 0.6603)  0.102
H (-0.5824, 1.6514, -0.1069)  0.047
H (0.9416, -2.0629, 4.2999)  0.098
H (1.5430, -2.2267, 2.5489)  0.049
H (-0.2730, -4.2766, 4.0933)  0.091
H (0.3680, -4.3911, 2.3708)  0.083
H (1.8477, -5.5906, 4.3430)  0.102
H (2.1792, -3.8694, 4.8312)  0.103
H (3.2751, -3.2736, 2.7222)  0.099
H (4.0213, -4.7701, 3.3378)  0.108
H (2.1878, -4.3939, 0.9061)  0.085
H (2.0616, -5.9576, 1.8006)  0.119
H (4.4757, -6.4334, 1.2969)  0.108
H (4.7379, -4.6972, 0.8166)  0.096
H (4.1235, -6.8067, -1.0452)  0.104
H (2.4909, -6.2450, -0.5765)  0.112
H (3.4326, -5.1347, -2.6983)  0.123
H (2.7480, -4.0028, -1.4075)  0.120
H (4.4676, -0.8756, -0.1892)  0.092
H (5.1242, -2.3508, 0.6581)  0.089
H (3.3452, -2.2095, 0.3352)  0.074
H (-2.7331, -1.3043, 4.4350)  0.079
H (-1.7299, -2.7416, 4.8455)  0.074
H (-3.9293, -3.5659, 4.1645)  0.097
H (-2.8597, -3.8866, 2.7524)  0.111
H (-4.2994, -1.1620, 2.8419)  0.115
H (-4.1092, -2.2629, 1.4264)  0.102
H (-6.3519, -1.8424, 4.4733)  0.090
H (-2.0754, -2.7945, 0.8900)  0.076
H (-1.8438, -1.1060, 0.4066)  0.081
H (0.8820, -2.2272, 0.5509)  0.101
H (-1.2267, -2.1835, -1.8122)  0.094
H (0.5539, -2.1955, -2.0608)  0.070
H (-0.2767, -0.7616, -1.2836)  0.072
H (-0.7914, -4.1207, -0.7395)  0.082
C (2.4542, -0.9344, -7.3395)  -0.078
C (1.3339, -0.2351, -6.5744)  -0.434
C (1.3925, -0.4552, -5.0526)  -0.195
O (0.9510, -1.7331, -4.6238)  -0.201
C (1.9160, -2.7638, -4.7485)  -0.105
N (0.0440, -0.6555, -7.1310)  0.034
H (2.2803, -2.0054, -7.4479)  0.061
H (2.5360, -0.5233, -8.3483)  0.070
H (3.4178, -0.7929, -6.8435)  0.078
H (1.4464, 0.8401, -6.7501)  0.128
H (0.7097, 0.2600, -4.5848)  0.120
H (2.3907, -0.2395, -4.6523)  0.125
H (2.9311, -2.4011, -4.5665)  0.082
H (1.8494, -3.2310, -5.7345)  0.072
H (1.6843, -3.5309, -4.0064)  0.076
H (-0.6930, -0.1082, -6.6889)  0.035
H (-0.1309, -1.6046, -6.8053)  0.065
C (-1.1647, 6.7926, 6.9240)  -0.076
C (-0.5808, 7.7922, 5.9300)  -0.435
C (-1.3387, 7.8476, 4.5910)  -0.216
O (-1.0796, 6.7600, 3.7222)  -0.193
C (-1.8079, 5.5776, 4.0163)  -0.098
N (0.8416, 7.4902, 5.7357)  0.038
H (-0.8985, 5.7629, 6.6856)  0.066
H (-0.7847, 6.9934, 7.9277)  0.073
H (-2.2548, 6.8645, 6.9605)  0.075
H (-0.6592, 8.7846, 6.3870)  0.131
H (-1.0008, 8.7379, 4.0511)  0.118
H (-2.4190, 7.9687, 4.7458)  0.116
H (-2.8088, 5.7978, 4.3998)  0.088
H (-1.2529, 4.9611, 4.7251)  0.079
H (-1.9075, 5.0038, 3.0941)  0.088
H (1.2550, 8.2175, 5.1571)  0.069
H (0.8984, 6.6568, 5.1522)  0.071
C (-3.6726, 1.8221, -4.8565)  -0.068
C (-2.6161, 2.8143, -5.3334)  -0.424
C (-3.2037, 4.1250, -5.8858)  -0.206
O (-3.7618, 4.0200, -7.1874)  -0.192
C (-5.0724, 3.4846, -7.2280)  -0.110
N (-1.7531, 2.1504, -6.3171)  0.045
H (-4.1601, 1.3019, -5.6819)  0.064
H (-3.2143, 1.0570, -4.2272)  0.077
H (-4.4433, 2.3216, -4.2642)  0.079
H (-2.0040, 3.0751, -4.4643)  0.137
H (-2.3867, 4.8467, -5.9777)  0.120
H (-3.9297, 4.5638, -5.1898)  0.119
H (-5.6641, 3.7813, -6.3574)  0.090
H (-5.0377, 2.3965, -7.3094)  0.074
H (-5.5621, 3.8652, -8.1261)  0.085
H (-0.9867, 2.7759, -6.5558)  0.080
H (-2.2821, 2.0765, -7.1847)  0.077

---

(2)
This record from the OMol25 dataset describes a structure of composition C32H75GaN4O3P. The level of theory is the ωB97M-V functional and the def2-TZVPD basis.

As for the net charge: -1. The calculation puts the HOMO-LUMO gap at 6.52 eV. For the molar mass, the calculation gives 664.7 g mol⁻¹. Its multiplicity is 1.

Last column: Löwdin charge in e.
CARTESIAN COORDINATES (ANGSTROEM)
C (-5.9371, 1.6910, -0.4228)  -0.021
C (-5.3193, 2.1934, 0.8646)  -0.525
O (-5.9269, 2.9883, 1.5623)  0.052
N (-4.0038, 1.7840, 1.1597)  -0.015
C (-3.0519, 2.7528, 0.7597)  -0.536
C (-2.4832, 3.5720, 1.8934)  -0.004
O (-2.6941, 2.9085, -0.3960)  0.048
Ga (-3.5120, -0.1090, 0.7676)  0.288
N (-4.9244, -1.3029, 1.1723)  -0.080
C (-1.8714, -0.3985, 1.9308)  -0.147
C (-1.8251, -1.6905, 2.6804)  -0.526
O (-2.0880, -2.7740, 2.2285)  0.094
N (-1.3995, -1.6120, 4.0880)  -0.196
C (-2.2501, -0.7323, 4.8777)  -0.105
C (0.0042, -1.2203, 4.1548)  -0.111
P (-2.8176, -0.4423, -1.4882)  0.574
N (-1.9466, -1.7868, -1.5863)  -0.409
H (-5.4234, 2.1823, -1.2566)  0.091
H (-7.0025, 1.9431, -0.4433)  0.070
H (-5.8054, 0.6154, -0.5532)  0.037
H (-1.9570, 2.8909, 2.5709)  0.072
H (-3.3189, 3.9985, 2.4587)  0.083
H (-1.8121, 4.3460, 1.5161)  0.076
H (-5.0878, -1.4280, 2.1635)  -0.027
H (-5.8142, -1.1130, 0.7298)  -0.040
H (-1.0054, -0.3445, 1.2592)  0.071
H (-1.8187, 0.4412, 2.6301)  0.029
H (-2.0123, 0.3383, 4.7499)  0.073
H (-3.3002, -0.8902, 4.6071)  0.092
H (-2.1393, -0.9731, 5.9405)  0.080
H (0.1343, -0.1242, 4.1762)  0.070
H (0.5375, -1.6028, 3.2796)  0.094
H (0.4819, -1.6356, 5.0511)  0.080
H (-3.9099, -0.4014, -2.3954)  -0.067
H (-2.0369, 0.6609, -1.9251)  -0.077
H (-2.3389, -2.4660, -2.2270)  -0.076
C (3.0978, 1.2168, 3.3506)  -0.102
C (3.3882, 0.4081, 4.6112)  -0.275
C (4.7848, 0.6434, 5.1843)  -0.229
C (5.9291, 0.2729, 4.2385)  -0.228
C (5.8989, -1.1697, 3.7372)  -0.270
C (6.0169, -2.2057, 4.8509)  -0.104
H (3.7724, 0.9522, 2.5349)  0.067
H (2.0803, 1.0415, 2.9999)  0.059
H (3.2068, 2.2870, 3.5419)  0.076
H (3.2440, -0.6553, 4.4008)  0.094
H (2.6504, 0.6636, 5.3764)  0.104
H (4.8849, 0.0839, 6.1188)  0.100
H (4.8862, 1.6998, 5.4540)  0.108
H (6.8801, 0.4521, 4.7514)  0.108
H (5.9208, 0.9455, 3.3767)  0.101
H (6.7245, -1.3102, 3.0333)  0.089
H (4.9837, -1.3490, 3.1669)  0.102
H (6.9397, -2.0623, 5.4184)  0.076
H (6.0297, -3.2183, 4.4450)  0.055
H (5.1809, -2.1443, 5.5491)  0.067
C (-7.6882, 3.7111, -5.3307)  -0.112
C (-8.4072, 3.2670, -4.0608)  -0.268
C (-9.3774, 4.3113, -3.5104)  -0.232
C (-8.7305, 5.6395, -3.1117)  -0.233
C (-7.6042, 5.5134, -2.0870)  -0.265
C (-8.0464, 4.9053, -0.7604)  -0.105
H (-7.0695, 4.5925, -5.1559)  0.064
H (-7.0347, 2.9231, -5.7067)  0.069
H (-8.4053, 3.9566, -6.1180)  0.071
H (-7.6697, 3.0053, -3.2976)  0.092
H (-8.9646, 2.3495, -4.2668)  0.104
H (-9.8991, 3.8876, -2.6483)  0.100
H (-10.1491, 4.5108, -4.2620)  0.105
H (-9.5085, 6.2953, -2.7066)  0.106
H (-8.3475, 6.1430, -4.0043)  0.098
H (-7.1842, 6.5066, -1.9064)  0.103
H (-6.7891, 4.9153, -2.5040)  0.098
H (-8.8426, 5.4983, -0.3033)  0.075
H (-7.2185, 4.8520, -0.0533)  0.064
H (-8.4197, 3.8883, -0.8886)  0.057
C (6.4688, -3.4166, 0.2226)  -0.103
C (6.7365, -4.2788, 1.4522)  -0.265
C (8.1391, -4.1006, 2.0310)  -0.233
C (9.2784, -4.4781, 1.0823)  -0.229
C (9.2237, -5.9110, 0.5552)  -0.272
C (9.3067, -6.9675, 1.6526)  -0.114
H (7.1338, -3.6724, -0.6041)  0.064
H (5.4449, -3.5431, -0.1294)  0.074
H (6.6124, -2.3585, 0.4532)  0.071
H (6.5595, -5.3300, 1.2088)  0.100
H (6.0098, -4.0236, 2.2278)  0.088
H (8.2211, -4.6838, 2.9528)  0.101
H (8.2679, -3.0544, 2.3275)  0.099
H (10.2294, -4.3289, 1.6043)  0.108
H (9.2902, -3.7887, 0.2339)  0.101
H (10.0509, -6.0556, -0.1449)  0.102
H (8.3087, -6.0592, -0.0244)  0.098
H (10.2255, -6.8535, 2.2325)  0.073
H (9.3007, -7.9733, 1.2303)  0.067
H (8.4654, -6.8977, 2.3434)  0.065
C (1.2479, 0.8054, -2.9874)  -0.109
C (0.1898, 1.0153, -4.0663)  -0.275
C (-0.4309, -0.2932, -4.5524)  -0.237
C (0.5461, -1.2635, -5.2166)  -0.227
C (1.2969, -0.7012, -6.4234)  -0.276
C (0.3811, -0.2808, -7.5690)  -0.120
H (2.0964, 0.2275, -3.3600)  0.061
H (1.6335, 1.7596, -2.6230)  0.065
H (0.8219, 0.2641, -2.1398)  0.071
H (0.6185, 1.5756, -4.9049)  0.093
H (-0.6081, 1.6406, -3.6586)  0.090
H (-1.2481, -0.0653, -5.2448)  0.102
H (-0.8872, -0.7975, -3.6954)  0.064
H (-0.0095, -2.1543, -5.5273)  0.108
H (1.2725, -1.6098, -4.4767)  0.102
H (1.9976, -1.4594, -6.7859)  0.099
H (1.9075, 0.1527, -6.1159)  0.095
H (-0.2258, -1.1235, -7.9085)  0.071
H (0.9567, 0.0828, -8.4226)  0.063
H (-0.2982, 0.5168, -7.2657)  0.063

---

Energy, record by record: -3458.6616, -3975.2087 a.u.